(1)
A molecular structure, C32H83AlN2O6P, computed with ωB97M-V/def2-TZVPD.

The geometry in XYZ format:
```
125
Properties=species:S:1:pos:R:3:forces:R:3:lowdin_charge:R:1
C 4.7292 -1.8621 2.5138 -0.53 -0.36 -0.19 -0.114
C 3.7133 -1.8104 1.3678 0.52 0.68 -0.40 -0.408
N 2.9188 -0.5923 1.2718 -0.63 -0.46 0.74 -0.131
Al 1.2761 -0.6657 2.2298 -0.16 0.80 -0.91 0.100
C -0.2528 -0.4585 0.8964 0.43 -0.14 0.77 -0.282
C -1.5680 -1.0990 1.3305 0.37 0.03 -0.55 -0.377
N -1.8395 -2.4024 0.7420 -0.78 -0.24 0.29 0.001
P 1.1225 -2.6478 3.5210 0.54 -0.14 0.41 0.854
C 0.7262 -4.0824 2.3892 -0.23 0.39 0.34 -0.535
C 1.7595 -5.1794 2.4491 -0.23 0.04 0.27 -0.199
C -0.2840 -2.5183 4.7519 0.60 0.12 -0.42 -0.513
C -0.2894 -1.1380 5.3924 -0.28 -0.34 -0.10 -0.218
H 4.7412 -2.8465 2.9595 0.15 -0.40 0.18 0.049
H 5.7114 -1.6451 2.1337 0.57 0.27 0.04 0.036
H 4.4513 -1.1779 3.2960 -0.05 0.40 0.36 0.060
H 3.0633 -2.6727 1.4270 -0.34 -0.27 -0.02 0.044
H 4.2978 -1.9294 0.4538 0.06 -0.29 -0.39 0.081
H 3.4622 0.1951 1.6015 0.19 0.08 -0.06 0.013
H 1.2361 0.6020 3.2427 -0.01 0.03 0.15 -0.077
H 0.0754 -0.8006 -0.0799 -0.11 -0.21 -0.38 0.031
H -0.4142 0.6103 0.8046 0.08 0.47 -0.09 0.020
H -2.3925 -0.4365 1.0867 -0.45 0.15 -0.03 0.077
H -1.5824 -1.2393 2.4047 -0.14 -0.02 0.41 0.068
H -1.4206 -3.1500 1.2672 0.35 -0.07 -0.18 0.026
H -1.5998 -2.4471 -0.2346 0.35 -0.04 -0.07 0.060
H -0.2432 -4.4950 2.6461 -0.41 -0.08 0.15 0.056
H 0.6313 -3.7137 1.3804 0.04 0.17 -0.52 0.031
H 1.7511 -5.6289 3.4319 0.05 -0.24 0.34 0.057
H 2.7437 -4.7706 2.3042 0.53 0.06 -0.22 0.040
H 1.5462 -5.9408 1.7136 0.11 -0.42 -0.35 0.046
H -0.0907 -3.2272 5.5372 -0.07 -0.65 0.21 0.037
H -1.2303 -2.7371 4.2803 -0.45 -0.15 -0.04 0.045
H 0.6845 -0.6846 5.3531 0.44 0.29 0.03 0.020
H -0.5990 -1.2017 6.4256 -0.17 0.06 0.41 0.053
H -0.9788 -0.5006 4.8699 -0.20 0.53 -0.24 0.052
C 4.3455 4.9366 -1.7272 0.00 0.00 0.04 -0.080
C 4.5490 3.8348 -0.6965 -0.06 0.02 -0.19 -0.288
O 3.5258 3.7703 0.2705 0.01 -0.21 0.19 -0.160
C 2.1962 3.6448 -0.2099 -0.26 0.24 -0.05 -0.277
C 1.8645 2.4209 -1.0493 0.35 -0.15 0.09 -0.071
H 4.2463 5.9089 -1.2416 0.03 0.02 -0.01 0.066
H 5.1979 4.9706 -2.4081 0.02 0.01 0.01 0.073
H 3.4500 4.7636 -2.3260 0.05 -0.02 -0.04 0.064
H 5.4640 4.0189 -0.1300 0.00 0.02 0.02 0.109
H 4.6796 2.8675 -1.1955 -0.09 -0.06 -0.04 0.111
H 1.9312 4.5594 -0.7567 -0.05 -0.03 -0.04 0.101
H 1.5774 3.6314 0.6865 0.06 -0.03 0.08 0.119
H 2.4324 2.3799 -1.9815 0.02 0.08 -0.03 0.065
H 0.8059 2.4525 -1.3094 -0.03 0.00 0.02 0.077
H 2.0531 1.4930 -0.5039 0.00 0.03 0.04 0.062
C -8.5612 -1.6742 -0.2633 0.01 -0.06 0.08 -0.076
C -7.4020 -1.1321 -1.0822 -0.03 -0.08 -0.08 -0.297
O -6.3974 -0.5007 -0.3195 0.01 0.19 0.01 -0.158
C -5.7496 -1.3111 0.6524 0.04 -0.11 0.10 -0.271
C -5.0498 -2.5305 0.0837 -0.35 -0.06 -0.23 -0.095
H -9.0205 -0.8750 0.3199 -0.02 0.02 -0.01 0.080
H -9.3170 -2.1068 -0.9215 -0.01 0.04 -0.03 0.063
H -8.2406 -2.4502 0.4329 0.01 -0.04 -0.04 0.065
H -7.7753 -0.3671 -1.7655 0.05 0.06 0.01 0.113
H -6.9663 -1.9230 -1.7053 -0.04 -0.05 0.04 0.103
H -6.4606 -1.6028 1.4352 -0.02 -0.03 -0.03 0.105
H -5.0131 -0.6634 1.1252 0.00 0.07 -0.04 0.112
H -5.7536 -3.2165 -0.3979 -0.03 0.01 0.08 0.062
H -4.5353 -3.0693 0.8740 0.12 0.04 0.02 0.065
H -4.3116 -2.2346 -0.6581 0.10 0.01 0.03 0.073
C 6.3038 8.7393 1.1777 -0.08 -0.01 0.06 -0.077
C 5.9954 8.8916 -0.3008 0.15 0.06 0.06 -0.285
O 4.6669 8.5565 -0.6404 -0.08 -0.09 -0.18 -0.168
C 3.6591 9.3057 0.0098 -0.12 0.04 0.09 -0.280
C 3.7318 10.8010 -0.2519 0.10 0.00 -0.05 -0.082
H 6.1076 7.7188 1.5059 0.01 -0.04 0.00 0.083
H 7.3504 8.9728 1.3666 0.08 -0.01 0.00 0.075
H 5.6991 9.4077 1.7925 0.06 0.04 -0.01 0.065
H 6.6245 8.2139 -0.8790 -0.06 -0.03 -0.02 0.118
H 6.2332 9.9074 -0.6391 0.00 0.01 0.03 0.105
H 3.6647 9.1010 1.0860 0.01 0.04 0.00 0.109
H 2.7178 8.9161 -0.3760 0.01 -0.06 -0.03 0.120
H 4.6560 11.2399 0.1262 -0.03 0.01 0.06 0.063
H 2.8990 11.3067 0.2375 -0.03 -0.01 0.00 0.075
H 3.6813 11.0030 -1.3226 -0.02 0.00 -0.01 0.080
C -2.1806 -7.0944 -3.7080 -0.06 0.01 0.08 -0.084
C -1.1304 -6.0442 -3.3829 0.07 -0.08 -0.02 -0.289
O -1.5724 -5.0421 -2.4936 -0.06 0.17 -0.05 -0.154
C -1.9908 -5.4816 -1.2118 -0.03 -0.06 0.17 -0.272
C -0.9096 -6.1992 -0.4214 0.08 -0.03 -0.14 -0.074
H -3.0716 -6.6244 -4.1260 -0.01 0.01 -0.02 0.078
H -1.7868 -7.8066 -4.4344 0.01 0.01 -0.03 0.072
H -2.4847 -7.6559 -2.8239 0.05 -0.04 0.00 0.063
H -0.8528 -5.5174 -4.2963 0.00 0.06 0.02 0.116
H -0.2169 -6.5182 -3.0050 -0.03 -0.05 0.02 0.107
H -2.8904 -6.1032 -1.2972 0.04 -0.06 -0.01 0.107
H -2.2865 -4.5828 -0.6721 -0.03 0.07 -0.09 0.093
H -0.5821 -7.1190 -0.9100 -0.05 -0.04 0.03 0.064
H -1.2833 -6.4624 0.5685 -0.01 0.04 0.03 0.081
H -0.0365 -5.5565 -0.3013 -0.02 0.02 0.04 0.074
C 10.3540 2.8700 1.0712 -0.15 0.05 -0.02 -0.084
C 10.2122 1.7267 2.0597 0.01 -0.15 -0.06 -0.294
O 9.2887 1.9617 3.1025 0.06 0.16 0.16 -0.162
C 7.9410 2.1987 2.7121 -0.03 -0.05 -0.12 -0.271
C 7.3472 1.0731 1.8907 0.03 -0.07 -0.11 -0.075
H 10.6457 3.7811 1.5895 0.05 0.10 0.03 0.076
H 11.1153 2.6305 0.3271 0.02 -0.01 0.02 0.074
H 9.4223 3.0716 0.5403 0.01 -0.05 -0.02 0.065
H 11.1698 1.5611 2.5550 -0.02 -0.01 0.07 0.115
H 9.9662 0.7962 1.5351 -0.01 0.03 -0.04 0.106
H 7.8524 3.1529 2.1785 0.07 -0.02 -0.03 0.105
H 7.3860 2.3100 3.6422 0.06 -0.01 0.06 0.120
H 7.8752 0.9427 0.9437 -0.08 0.05 -0.03 0.067
H 6.3012 1.2795 1.6620 -0.01 -0.01 0.03 0.079
H 7.4041 0.1284 2.4316 -0.04 0.02 0.04 0.075
C -10.0182 -1.0322 -5.3263 -0.13 0.02 0.01 -0.077
C -9.9535 -2.2272 -4.3903 0.07 0.02 -0.12 -0.277
O -10.9453 -2.2191 -3.3794 0.08 -0.02 0.18 -0.166
C -12.2873 -2.2266 -3.8231 -0.09 0.03 -0.06 -0.285
C -12.6566 -3.4360 -4.6659 0.10 -0.04 -0.02 -0.081
H -9.9331 -0.1031 -4.7623 0.03 0.01 0.01 0.082
H -9.2035 -1.0783 -6.0487 0.04 0.00 0.01 0.077
H -10.9552 -0.9977 -5.8843 0.03 -0.04 -0.05 0.064
H -8.9978 -2.2163 -3.8664 -0.04 -0.03 0.11 0.112
H -9.9923 -3.1656 -4.9551 -0.02 0.02 -0.04 0.108
H -12.5190 -1.2985 -4.3582 0.00 -0.02 -0.05 0.106
H -12.8900 -2.2218 -2.9152 0.04 0.01 0.06 0.118
H -12.0848 -3.4804 -5.5933 -0.04 0.04 -0.04 0.064
H -13.7143 -3.3999 -4.9287 -0.02 0.01 0.02 0.075
H -12.4664 -4.3568 -4.1136 -0.01 -0.01 0.02 0.081
```
Forces are in eV/Å.

Summary:
**Gap between HOMO and LUMO**: 5.72 eV
**E_HOMO**: -3.631 eV
**Net charge**: -1
**Multiplicity**: 1
**Lowest unoccupied orbital energy**: 2.094 eV

---

(2)
A single C4H6N2O2 molecule, computed with ωB97M-V/def2-TZVPD.

The geometry in XYZ format:
```
14
Properties=species:S:1:pos:R:3:forces:R:3:lowdin_charge:R:1
C -2.7554 -0.0617 0.0516 2.44 1.08 -2.59 -0.457
C -1.3409 -0.6867 -0.1178 -1.96 -4.98 2.03 -0.068
C 2.1241 -0.2442 0.5975 -1.55 -3.35 2.47 -0.136
C 1.9157 0.6126 -0.6339 3.44 -2.95 -0.26 -0.185
H -1.6833 1.5328 0.2509 5.38 0.75 0.89 0.017
H -1.4870 -1.8421 0.0066 0.94 1.65 -1.10 0.154
H 2.4770 -1.5043 0.7005 0.15 4.55 -0.29 0.175
H 1.8918 0.2644 1.6854 0.12 -1.45 -3.05 0.129
H 1.8934 1.6919 -0.4502 -0.83 -0.55 -0.42 0.119
H 2.5537 0.0982 -1.3734 0.25 2.02 -0.41 0.107
N -0.2949 -0.0221 -0.0908 0.97 1.93 -0.58 0.027
N 1.0093 -0.4995 -0.4663 -2.76 1.18 2.24 -0.124
O -2.5116 1.2626 0.0999 -7.97 -0.76 -0.34 0.128
O -3.7919 -0.6020 -0.2600 1.37 0.87 1.39 0.115
```
Forces are in eV/Å.

Summary:
**Gap between HOMO and LUMO**: 9.79 eV
**E_HOMO**: -9.643 eV
**Net charge**: 0
**Multiplicity**: 1
**Lowest unoccupied orbital energy**: 0.150 eV

---

Among the records above, which one has the lowest gap between HOMO and LUMO?
C32H83AlN2O6P

---

The lowest gap between HOMO and LUMO belongs to which entry?
C32H83AlN2O6P